[1]
{
  "formula": "C3H13N2O",
  "method": "the ωB97M-V functional and the def2-TZVPD basis",
  "total_charge": 1,
  "e_tot_ha": -306.60294,
  "orbital_gap_ev": 10.37,
  "e_above_lowest_ev": 0.8912,
  "species": ["C", "C", "C", "N", "N", "H", "H", "H", "H", "H", "H", "H", "H", "H", "H", "H", "H", "H", "O"],
  "xyz": [[-0.57722, 1.05065, 0.00370], [0.11499, 0.52414, 1.35405], [1.65717, 0.64215, 1.19930], [2.18127, -0.12010, 0.05524], [-0.43639, 0.04040, -1.14477], [-0.23148, 2.05826, -0.30989], [-1.69230, 1.19766, 0.29120], [-0.17417, -0.45953, 1.68173], [-0.22110, 1.26688, 2.02787], [1.84127, 1.65207, 0.87585], [2.10263, 0.38026, 2.24955], [2.12315, -1.09295, 0.07389], [3.09369, 0.20811, -0.32037], [-0.79932, 0.42219, -1.98019], [0.53944, -0.23454, -1.28010], [-1.05614, -0.78532, -1.08271], [-3.22411, -2.20245, -0.55853], [-2.68756, -2.49959, -1.98117], [-2.55381, -2.04828, -1.15463]]
}

---

[2]
{
  "formula": "C35H50AlN7P",
  "method": "the ωB97M-V functional and the def2-TZVPD basis",
  "total_charge": 1,
  "e_tot_ha": -2330.51736,
  "orbital_gap_ev": [5.65, 5.88],
  "e_above_lowest_ev": 2.6605,
  "species": ["Al", "C", "C", "C", "C", "C", "C", "N", "C", "C", "C", "C", "C", "C", "N", "N", "C", "C", "C", "C", "C", "N", "H", "H", "H", "H", "H", "H", "H", "H", "H", "H", "H", "H", "H", "C", "C", "C", "C", "P", "N", "C", "C", "C", "C", "C", "C", "C", "C", "H", "H", "H", "H", "H", "H", "H", "H", "H", "H", "H", "H", "H", "H", "H", "H", "H", "H", "H", "H", "H", "H", "H", "H", "H", "H", "H", "N", "C", "N", "C", "C", "C", "C", "C", "H", "H", "H", "H", "H", "H", "H", "H", "H", "H"],
  "xyz": [[0.53780, -0.28178, 0.01418], [2.70205, -3.64393, 3.75272], [3.40398, -3.87958, 2.59519], [3.36961, -2.97049, 1.52715], [2.65246, -1.74863, 1.67230], [2.02251, -1.45885, 2.87853], [2.01694, -2.37879, 3.88971], [2.28666, -0.99540, 0.55867], [3.05442, -0.99281, -0.60426], [4.44141, -0.89103, -0.65498], [5.09327, -0.64303, -1.80769], [4.38110, -0.49314, -3.00297], [3.01437, -0.71743, -3.07557], [2.30109, -0.96998, -1.87290], [0.97120, -0.93209, -1.75175], [0.17868, -0.81966, -2.84875], [-0.46649, -1.95118, -3.23082], [-1.73973, -1.67239, -3.71057], [-2.62198, -2.73268, -3.71847], [-2.13100, -4.03593, -3.62320], [-0.75036, -4.19639, -3.31493], [0.10775, -3.21676, -3.06272], [2.52913, -4.38358, 4.47380], [3.96257, -4.74301, 2.49890], [3.70088, -3.22848, 0.55508], [1.50255, -0.52135, 2.94592], [1.52769, -2.04655, 4.82221], [4.91363, -0.94195, 0.29560], [6.17970, -0.42579, -1.74506], [4.86080, -0.32441, -3.94647], [2.40301, -0.64161, -3.98218], [-2.13893, -0.63391, -3.88184], [-3.67788, -2.51580, -3.62348], [-2.76769, -4.89177, -3.79347], [-0.26259, -5.19670, -3.09961], [-2.82062, 2.66976, -0.51627], [-1.72945, 3.16442, 0.45232], [-2.13754, 4.67102, 0.74272], [-1.91469, 2.27056, 1.66650], [-0.05839, 2.95911, -0.34495], [0.40196, 1.46913, -0.22740], [-0.14788, 3.28802, -2.29348], [1.27832, 2.99244, -2.84455], [-0.96693, 2.23215, -3.05853], [-0.53505, 4.79315, -2.67390], [1.24449, 4.07803, 0.55800], [1.20415, 5.56570, 0.15758], [0.99432, 3.98482, 2.04714], [2.61640, 3.47104, 0.35820], [-3.70635, 2.48535, 0.13086], [-2.51124, 1.74030, -1.00772], [-3.05334, 3.46249, -1.18333], [-3.22884, 4.74270, 0.83106], [-1.86800, 5.23788, -0.14452], [-1.65329, 5.15341, 1.61792], [-3.00625, 2.21153, 1.99013], [-1.38733, 2.58925, 2.53268], [-1.70889, 1.20681, 1.48338], [1.50686, 1.95137, -2.67457], [2.02244, 3.57754, -2.23667], [1.30842, 3.24135, -3.95148], [-0.53295, 1.19548, -2.93168], [-0.88727, 2.38057, -4.14154], [-2.04870, 2.15860, -2.76886], [0.31890, 5.40947, -2.58794], [-1.38157, 5.26368, -2.11205], [-0.83261, 4.75457, -3.72699], [0.20402, 6.02199, 0.20578], [1.65275, 5.65131, -0.82012], [1.75788, 6.14388, 0.91471], [0.07437, 4.42984, 2.35227], [1.86248, 4.46704, 2.60462], [1.05307, 2.90979, 2.30895], [3.05274, 3.72520, -0.58619], [2.61963, 2.37401, 0.49964], [3.27333, 3.86241, 1.11848], [-0.72413, -1.29441, 0.95260], [-1.51533, -2.00615, 1.45121], [-2.14339, -2.99136, 2.07203], [-1.31719, -4.12124, 2.59677], [-1.99865, -5.50244, 2.31663], [-3.35850, -5.49426, 3.03124], [-3.96457, -4.11364, 3.33027], [-3.61669, -3.01232, 2.33227], [-1.24917, -3.94141, 3.74133], [-0.31372, -4.10448, 2.18848], [-1.34464, -6.27756, 2.70950], [-2.11381, -5.63922, 1.21342], [-3.24795, -6.03550, 3.95083], [-4.08180, -6.08895, 2.50438], [-3.72077, -3.81695, 4.37196], [-5.06779, -4.08428, 3.35558], [-3.98760, -2.08003, 2.66178], [-4.12227, -3.23609, 1.35128]]
}

---

[3]
{
  "formula": "CaH2O",
  "method": "the ωB97M-V functional and the def2-TZVPD basis",
  "total_charge": 2,
  "e_tot_ha": -753.39250,
  "orbital_gap_ev": 11.81,
  "e_above_lowest_ev": 0.0772,
  "species": ["O", "H", "H", "Ca"],
  "xyz": [[0.03017, 0.16897, -0.30386], [0.32598, 1.07374, -0.05461], [-0.66377, 0.31408, -0.98625], [0.30762, -1.55679, 1.34472]]
}

---

[4]
{
  "formula": "C41H43N6O3P2Re",
  "method": "the ωB97M-V functional and the def2-TZVPD basis",
  "total_charge": 3,
  "s_squared": 0.782,
  "multiplicity": 2,
  "e_tot_ha": -2902.44352,
  "orbital_gap_ev": [6.29, 5.85],
  "e_above_lowest_ev": 0.0576,
  "species": ["Re", "C", "N", "C", "P", "C", "C", "C", "C", "C", "C", "C", "C", "C", "C", "C", "C", "C", "C", "C", "C", "C", "C", "P", "C", "C", "C", "C", "C", "C", "C", "C", "C", "C", "C", "C", "H", "H", "H", "H", "H", "H", "H", "H", "H", "H", "H", "H", "H", "H", "H", "H", "H", "H", "H", "H", "H", "H", "H", "H", "H", "H", "H", "H", "H", "C", "C", "N", "O", "C", "C", "N", "O", "H", "H", "H", "H", "H", "H", "H", "C", "N", "C", "C", "C", "N", "C", "O", "N", "H", "H", "H", "H", "H", "H", "H"],
  "xyz": [[0.16917, -0.00080, -0.00434], [-2.02033, 2.73356, -0.89784], [-1.33004, 3.86087, -0.25239], [-0.09765, 3.62417, 0.51288], [1.03327, 2.35199, -0.26170], [0.95470, 2.94693, -1.97244], [1.19292, 4.30428, -2.21033], [1.04226, 4.82727, -3.48468], [0.62545, 4.00672, -4.52526], [0.37616, 2.66142, -4.29251], [0.54792, 2.12737, -3.02346], [2.59849, 2.78640, 0.51528], [3.66764, 3.31285, -0.20385], [4.85564, 3.60192, 0.45240], [4.97733, 3.36764, 1.81591], [3.91332, 2.83507, 2.53374], [2.72523, 2.53890, 1.88329], [-1.81211, 5.11405, -0.39509], [-2.74954, 5.41834, -1.43070], [-3.22295, 6.69344, -1.57520], [-2.80822, 7.70712, -0.70022], [-1.89760, 7.42628, 0.32800], [-1.39645, 6.16318, 0.48281], [-1.94911, 1.13913, 0.06444], [-3.30984, 0.19095, -0.64455], [-4.50687, -0.05378, 0.02852], [-5.49785, -0.81003, -0.58240], [-5.30443, -1.31121, -1.86292], [-4.11330, -1.07070, -2.53634], [-3.11187, -0.33202, -1.92553], [-2.42465, 1.77009, 1.70147], [-3.51086, 2.64038, 1.82620], [-3.82097, 3.20927, 3.05226], [-3.03891, 2.93046, 4.16545], [-1.94722, 2.07965, 4.05114], [-1.64732, 1.50258, 2.82697], [-1.60952, 2.55865, -1.89648], [-3.07249, 2.98724, -0.99764], [-0.33806, 3.33835, 1.53775], [0.47541, 4.54590, 0.53861], [1.52829, 4.95835, -1.41272], [1.25673, 5.87192, -3.66687], [0.50419, 4.41487, -5.51991], [0.06508, 2.01937, -5.10577], [0.38889, 1.06814, -2.87619], [3.57684, 3.49238, -1.26796], [5.68723, 4.01914, -0.10007], [5.90387, 3.60330, 2.32237], [4.00976, 2.65450, 3.59595], [1.89982, 2.11389, 2.44933], [-3.03819, 4.66089, -2.14451], [-3.90884, 6.92509, -2.37838], [-3.19370, 8.71103, -0.81894], [-1.60291, 8.21038, 1.01174], [-0.73688, 5.95262, 1.31168], [-4.66758, 0.32416, 1.02962], [-6.42476, -1.00277, -0.05896], [-6.08446, -1.89193, -2.33702], [-3.96519, -1.45874, -3.53540], [-2.18086, -0.15504, -2.45642], [-4.13465, 2.87584, 0.97085], [-4.67596, 3.86649, 3.13911], [-3.28171, 3.37296, 5.12233], [-1.33809, 1.85962, 4.91774], [-0.79959, 0.82768, 2.76092], [-1.69068, -3.77499, 1.10257], [-0.93191, -2.67240, 0.45132], [-0.86747, -1.42689, 0.97834], [-1.73403, -1.16181, 2.02663], [-0.34417, -2.77723, -0.80304], [-0.21069, -3.97954, -1.66766], [0.08297, -1.55224, -1.21086], [0.52362, -1.30014, -2.34012], [-2.75267, -3.71528, 0.83916], [-1.59809, -3.74895, 2.18772], [-1.33273, -4.73735, 0.74337], [-2.56750, -1.63405, 1.86155], [-1.17681, -4.27377, -2.08233], [0.18837, -4.82458, -1.10730], [0.45445, -3.75725, -2.49968], [5.31585, 0.18843, -1.49702], [4.44123, -0.42574, -0.48461], [4.92823, -1.28674, 0.43982], [4.13082, -1.86306, 1.36513], [2.74634, -1.55946, 1.32181], [2.25519, -0.72515, 0.39153], [3.10238, -0.12784, -0.51625], [2.64764, 0.68176, -1.31826], [1.91775, -2.09607, 2.22151], [6.34180, 0.12458, -1.14668], [5.03075, 1.22790, -1.62165], [5.20882, -0.33385, -2.44536], [5.99250, -1.47450, 0.39743], [4.53471, -2.53452, 2.10652], [2.26864, -2.72347, 2.92556], [0.92666, -1.93372, 2.17970]]
}